No. 1
Formula: CH2N4OS
Source: OMol25
Level of theory: ωB97M-V/def2-TZVPD

Properties
**E**: -19906.959 eV
**F_max**: 9.01 eV Å⁻¹
**Energy above the lowest of the compared OMol25 structures with the same formula, charge and spin**: 287.19 kJ/mol
**Frontier orbital gap**: 8.5 eV
**SMILES**: [H]/N=c1/nnon1S

Structure (ORCA input):
```
! RIJCOSX wB97M-V def2-TZVPD def2/J DEFGRID3
* xyz 0 1
H -0.184 -2.245 -0.208
N 0.089 -1.769 -0.994
C 0.329 -0.477 -0.827
N 0.648 0.579 -1.716
N 0.567 1.653 -1.142
O -0.019 1.451 0.211
N 0.183 0.239 0.385
S -0.755 -0.675 1.570
H 0.029 -0.610 2.635
*
```

Mulliken population analysis, charges in e, atoms 1 to 2:
1 H 0.238
2 N -0.673

***

No. 2
Formula: C18H46ClF2NO17P4S2
Source: OMol25
Level of theory: ωB97M-V/def2-TZVPD

Properties
**E**: -132496.842 eV
**F_max**: 8.42 eV Å⁻¹
**Frontier orbital gap**: 9.4 eV

Structure (ORCA input):
```
! RIJCOSX wB97M-V def2-TZVPD def2/J DEFGRID3
* xyz 0 1
O 5.212 3.138 2.809
S 4.846 2.324 1.718
O 4.762 0.926 1.900
F 5.850 2.560 0.564
N 3.402 2.846 1.002
P 1.857 2.115 1.600
O 1.839 0.692 0.850
Cl 2.011 1.640 3.555
S 3.336 4.530 0.972
O 4.624 5.014 0.660
O 2.672 5.046 2.108
F 2.434 4.860 -0.244
H 1.130 0.742 0.188
O -2.003 0.714 4.413
P -3.467 0.843 4.344
O -4.026 -0.104 3.175
C -3.861 -1.524 3.274
C -4.829 -2.142 4.264
O -3.688 2.295 3.642
C -2.638 3.262 3.587
C -2.015 3.286 2.210
O -4.794 0.924 5.219
C -5.216 2.134 5.883
C -6.380 2.733 5.133
H -2.827 -1.759 3.538
H -4.046 -1.921 2.276
H -4.604 -1.824 5.284
H -4.772 -3.231 4.226
H -5.850 -1.831 4.046
H -1.887 3.072 4.354
H -3.089 4.232 3.810
H -1.645 2.300 1.928
H -1.188 3.997 2.177
H -2.754 3.577 1.461
H -4.392 2.839 5.989
H -5.531 1.850 6.888
H -6.100 2.989 4.112
H -6.735 3.634 5.635
H -7.199 2.016 5.069
O 2.697 -3.253 -1.750
P 2.515 -4.443 -0.898
O 1.145 -4.246 -0.074
C -0.103 -4.205 -0.771
C -0.552 -5.583 -1.221
O 3.567 -4.138 0.304
C 4.663 -3.244 0.068
C 4.377 -1.844 0.556
O 2.605 -6.027 -0.787
C 3.858 -6.716 -0.579
C 3.926 -7.198 0.849
H -0.031 -3.520 -1.621
H -0.828 -3.789 -0.072
H 0.115 -5.981 -1.989
H -1.561 -5.542 -1.633
H -0.537 -6.281 -0.385
H 4.918 -3.209 -0.991
H 5.518 -3.677 0.593
H 3.475 -1.449 0.090
H 5.210 -1.179 0.333
H 4.209 -1.835 1.633
H 4.708 -6.086 -0.837
H 3.867 -7.569 -1.259
H 3.879 -6.365 1.547
H 4.852 -7.748 1.022
H 3.080 -7.850 1.070
O -0.788 1.671 -2.445
P -0.552 1.487 -3.911
O 1.058 1.358 -4.048
C 1.675 0.134 -3.635
C 1.429 -0.997 -4.619
O -0.699 3.109 -4.236
C -1.470 3.974 -3.412
C -0.586 4.740 -2.452
O -0.792 1.242 -5.497
C -1.759 1.966 -6.288
C -1.036 2.961 -7.164
H 1.311 -0.147 -2.642
H 2.741 0.339 -3.549
H 0.369 -1.268 -4.631
H 2.005 -1.875 -4.324
H 1.698 -0.720 -5.638
H -2.235 3.428 -2.861
H -1.987 4.660 -4.090
H 0.004 4.068 -1.831
H -1.188 5.380 -1.804
H 0.115 5.368 -3.005
H -2.512 2.442 -5.664
H -2.270 1.232 -6.913
H -0.483 3.682 -6.567
H -1.746 3.497 -7.794
H -0.311 2.451 -7.799
*
```

Mulliken population analysis, charges in e, atoms 1 to 2:
1 O -0.515
2 S 1.037

***

No. 3
Formula: C26H62BN4O18
Source: OMol25
Level of theory: ωB97M-V/def2-TZVPD

Properties
**E**: -71463.801 eV
**F_max**: 2.15 eV Å⁻¹
**Energy above the lowest of the compared OMol25 structures with the same formula, charge and spin**: 0.00 kJ/mol
**Frontier orbital gap**: 9.4 eV

Structure (ORCA input):
```
! RIJCOSX wB97M-V def2-TZVPD def2/J DEFGRID3
* xyz -1 1
O -2.217 0.697 -1.521
C -1.456 0.413 -0.634
O -0.294 0.974 -0.435
B 0.485 0.282 0.614
O -0.491 -0.726 1.093
C -1.599 -0.703 0.394
O -2.521 -1.454 0.528
O 0.982 1.079 1.748
C 2.281 0.979 1.773
O 3.056 1.436 2.571
C 2.732 0.094 0.592
O 1.641 -0.400 0.053
O 3.877 -0.161 0.380
C -2.604 1.920 3.221
C -3.827 1.007 3.072
C -4.549 1.166 1.709
O -5.438 0.075 1.581
C -5.830 -0.253 0.263
N -3.421 -0.376 3.276
H -2.065 1.608 4.115
H -2.842 2.985 3.250
H -1.880 1.884 2.398
H -4.502 1.315 3.875
H -3.831 1.146 0.882
H -5.196 2.053 1.711
H -6.320 0.641 -0.141
H -6.563 -1.057 0.267
H -4.950 -0.583 -0.298
H -2.591 -0.538 2.718
H -4.141 -0.947 2.843
C 3.113 4.004 -0.901
C 1.647 4.296 -0.646
C 1.482 5.197 0.591
O 0.131 5.482 0.870
C -0.395 4.454 1.698
N 1.064 4.958 -1.823
H 3.339 3.700 -1.926
H 3.481 3.178 -0.284
H 3.787 4.840 -0.695
H 1.145 3.336 -0.465
H 2.050 6.118 0.456
H 1.973 4.629 1.391
H -0.008 4.390 2.724
H -0.099 3.506 1.244
H -1.468 4.533 1.858
H 0.967 4.275 -2.567
H 0.116 5.216 -1.553
C -4.490 -5.305 -1.171
C -3.187 -5.242 -0.370
C -3.380 -4.934 1.121
O -2.256 -5.186 1.924
C -1.199 -4.264 1.730
N -2.332 -6.446 -0.577
H -4.742 -4.301 -1.518
H -5.291 -5.703 -0.539
H -4.528 -5.897 -2.086
H -2.662 -4.396 -0.829
H -4.161 -5.595 1.520
H -3.918 -3.982 1.215
H -1.466 -3.209 1.814
H -0.691 -4.370 0.767
H -0.495 -4.400 2.551
H -2.872 -7.266 -0.317
H -1.628 -6.319 0.143
C 1.127 -3.300 -1.627
C 1.781 -3.414 -3.021
C 0.881 -2.683 -4.062
O 1.444 -2.966 -5.367
C 0.859 -4.105 -5.942
N 3.164 -2.979 -3.135
H 0.896 -4.249 -1.141
H 0.151 -2.799 -1.653
H 1.698 -2.696 -0.920
H 1.746 -4.497 -3.163
H 0.839 -1.602 -3.940
H -0.132 -3.091 -4.015
H 1.309 -4.223 -6.939
H -0.196 -3.952 -6.172
H 1.108 -5.092 -5.541
H 3.439 -3.166 -4.092
H 3.140 -1.964 -3.056
C 6.090 3.120 1.593
C 6.674 4.037 0.539
O 6.770 5.362 1.050
O 4.860 3.602 2.101
H 6.736 2.937 2.462
H 5.897 2.126 1.161
H 5.985 4.026 -0.315
H 7.685 3.751 0.253
H 5.938 5.547 1.506
H 4.200 2.909 2.212
C -6.361 3.153 -2.750
C -5.235 2.148 -2.668
O -4.032 2.765 -2.279
O -7.427 2.548 -3.504
H -5.961 4.049 -3.232
H -6.731 3.473 -1.775
H -5.068 1.657 -3.642
H -5.442 1.277 -2.030
H -3.357 2.096 -2.098
H -7.552 3.106 -4.275
C 7.230 -0.791 3.292
C 5.780 -0.986 3.705
O 5.010 -1.439 2.627
O 7.850 -2.027 3.002
H 7.777 -0.244 4.062
H 7.228 -0.151 2.399
H 5.317 -0.107 4.170
H 5.805 -1.682 4.551
H 4.944 -0.806 1.898
H 7.184 -2.536 2.518
*
```

Mulliken population analysis, charges in e, atoms 1 to 2:
1 O -0.912
2 C -0.012

***

No. 4
Formula: C4H7N2
Source: OMol25
Level of theory: ωB97M-V/def2-TZVPD

Properties
**E**: -7224.491 eV
**F_max**: 4.42 eV Å⁻¹
**Energy above the lowest of the compared OMol25 structures with the same formula, charge and spin**: 1085.18 kJ/mol
**Frontier orbital gap**: 6.4 eV

Structure (ORCA input):
```
! RIJCOSX wB97M-V def2-TZVPD def2/J DEFGRID3
* xyz 1 1
C 0.110 -1.313 -0.753
C 0.608 -0.595 0.403
C -0.673 0.359 0.874
N -1.632 0.398 -0.165
C -0.644 1.414 -0.418
N 1.699 -0.211 1.082
H 0.719 -2.025 -1.353
H 0.042 -1.625 0.599
H -0.920 -1.407 -1.106
H -0.827 0.887 1.868
H 0.071 1.213 -1.373
H -0.786 2.467 -0.186
H 2.232 0.437 0.527
*
```

Mulliken population analysis, charges in e, atoms 1 to 2:
1 C -0.545
2 C 0.341